1.
The following is a quantum chemistry calculation of an isolated molecule of C3H6N2O2 in a non-equilibrium geometry, from the Open Molecules 2025 dataset.

## Properties
HOMO energy: -9.8 eV
SMILES: [H]/N=C1/OCON1C
strongest force on any atom: 3.48 eV/Å
lowest unoccupied orbital energy: 0.83 eV
relative energy (zero: lowest compared OMol25 entry of this formula, charge and spin): 412.7 kJ/mol
calculated total energy: -377.8022 Ha

Geometry as XYZ:
```
13
C3H6N2O2, DFT ωB97M-V/def2-TZVPD
H 1.6035 0.1830 0.9782
H -0.7248 0.7934 1.2486
H -2.1955 -0.9569 -0.6211
C 1.6682 -0.4802 0.1131
H 2.7121 -0.8126 -0.1743
C -0.4123 -1.0125 -0.2918
N -0.2612 0.2966 -0.6950
O 1.1870 0.3888 -0.8656
H -1.8586 1.4035 -0.0828
H -0.1657 2.1345 0.2793
N -1.4837 -1.6303 -0.2868
O 0.7975 -1.5333 0.1271
C -0.8667 1.2260 0.2711
```

---

2.
The following is a quantum chemistry calculation of a 3-piece molecular cluster, C16H35O14P overall in a non-equilibrium geometry, from the Open Molecules 2025 dataset.

## Properties
HOMO energy: -9.2 eV
SMILES: O=COCCOC(=O)OP(=O)(O)O.COCCOCCOC.COCCOCCOC
strongest force on any atom: 9.77 eV/Å
lowest unoccupied orbital energy: -0.99 eV
calculated total energy: -2025.0994 Ha

Geometry as XYZ:
```
66
C16H35O14P, DFT ωB97M-V/def2-TZVPD
O -5.1956 0.2432 3.4192
H 3.5603 0.4953 -2.8225
H 1.4521 -0.3949 -2.5067
H -2.9280 1.1590 -6.1521
H 6.0273 0.4100 -2.1317
C 4.7140 -0.4265 1.4858
C -2.9616 -1.2577 -5.5623
H -2.0992 -1.4631 -6.2048
H -4.2529 2.9079 -1.6368
H 6.8615 -1.9729 1.5128
H 4.5177 -0.8891 -3.4260
H 4.1321 -0.4788 2.4128
H 2.8951 -2.2797 3.8817
C 3.9724 0.4344 0.4614
O 4.8672 -1.7610 0.9977
H -5.4257 -0.1574 6.1197
H -3.8261 -0.9728 -6.1692
H -0.4998 1.4344 3.2167
H 5.6475 -0.9468 -1.0827
C -2.7613 1.4354 -0.2973
C 4.0949 -0.4167 -2.5330
O -3.2995 1.0596 -1.5531
C -4.4226 1.8630 -1.9210
C 5.8971 -2.4637 1.6735
H 0.8006 2.0194 4.4614
O 3.3833 -1.4022 5.8304
H 5.6783 -2.5271 2.7444
O -0.9905 1.3211 5.3890
O 3.1946 -1.3513 -1.9345
H -5.2959 1.4776 -1.3843
C 0.7459 -0.2569 4.3502
H 2.0512 -1.6574 -3.6350
C -2.2943 0.9910 -5.2743
H -1.8823 3.0141 -4.7159
H -4.6370 0.7485 -3.7936
C -0.0384 1.1996 4.2738
H -2.3961 2.4665 -0.3352
C -2.3602 0.8770 4.9657
H -2.0082 1.9474 -3.3260
H -3.8169 -2.9900 3.5770
C 1.9359 -1.3735 -2.5849
O 4.8276 0.9140 -0.5851
H 0.3410 -1.0248 3.5311
C 5.2212 -0.0615 -1.5593
C -2.4396 2.1655 -4.3048
H -5.6785 2.1534 -3.6290
H 1.3029 -2.1112 -2.0850
O -2.5996 -0.4038 4.2541
O -3.3524 1.7437 5.3129
O -4.5779 -2.3605 3.4046
H -3.2147 -2.1639 -5.0061
H -3.5125 1.3273 0.4903
O -4.8491 -0.9754 5.9163
H -1.2492 0.9029 -5.5918
H 0.6447 -0.7037 5.4505
H 3.6106 1.3326 0.9734
C -4.6692 1.7774 -3.4292
H 3.0959 -0.0731 0.0544
P -4.2992 -0.8177 4.2390
O -3.7932 2.6238 -4.1854
H 5.6941 0.0158 1.6963
O 2.2101 -0.0710 4.1085
O -2.6535 -0.2337 -4.6309
C 2.8682 -1.3259 4.5982
H 5.9519 -3.4744 1.2611
H -1.9161 0.7791 -0.0745
```

---

3.
The following is a quantum chemistry calculation of a 10-piece molecular cluster, C28H56Br4O24 overall in a non-equilibrium geometry, from the Open Molecules 2025 dataset.

## Properties
HOMO energy: -10.4 eV
SMILES: COC(=O)OC.COC(=O)OC.COC(=O)OC.COC(=O)OC.COC(=O)OC.COC(=O)OC.COC(=O)OC.COC(=O)OC.BrCCBr.BrCCBr
strongest force on any atom: 1.44 eV/Å
lowest unoccupied orbital energy: 0.40 eV
relative energy (zero: lowest compared OMol25 entry of this formula, charge and spin): 0.0 kJ/mol
calculated total energy: -13202.3680 Ha

Geometry as XYZ:
```
112
C28H56Br4O24, DFT ωB97M-V/def2-TZVPD
O 24.5317 20.9462 -18.2915
H 19.8672 18.5102 -15.1754
H 18.9016 17.9779 -9.4323
H 23.6648 16.0321 -19.9234
H 29.0602 18.8611 -21.7084
O 18.9211 20.5590 -23.5310
O 29.1237 18.0973 -17.9813
H 26.7078 19.7636 -17.3275
H 21.1597 18.9586 -21.0204
O 26.6539 26.7661 -16.5968
H 25.0413 22.8096 -19.9886
O 27.4795 22.0857 -20.1485
C 28.0825 19.2280 -22.0130
H 21.4102 15.3013 -14.1608
H 25.8698 25.8553 -18.2369
C 23.6875 16.2101 -15.3100
H 15.3305 19.9048 -22.9599
H 16.3809 21.3517 -23.2770
H 22.7295 18.8284 -17.4982
H 22.0584 22.7480 -16.9564
C 27.8787 23.4358 -19.9797
O 19.8344 18.2855 -11.2165
O 27.6036 20.1646 -21.0645
H 20.4167 20.0052 -14.4783
O 23.1143 22.2982 -19.3875
H 27.3841 29.5907 -13.9285
O 19.0537 19.8935 -12.5800
C 25.5227 26.2636 -17.2937
H 23.7553 24.0579 -20.1635
H 21.9723 13.6363 -18.9617
O 24.6139 16.2167 -22.7669
H 22.5322 14.9193 -17.9171
C 18.5110 19.9834 -22.5573
H 23.9560 19.9897 -22.9402
H 27.1078 24.0070 -19.4691
O 17.2302 19.7628 -22.2754
H 23.3966 19.6487 -21.3515
C 20.6368 18.9463 -14.5338
H 24.4390 23.6522 -18.5553
H 21.0169 20.5398 -21.7683
O 25.2864 27.8298 -15.1481
C 27.6726 20.2325 -17.1056
H 25.3226 17.4519 -16.9445
H 28.3148 28.3256 -13.1042
O 22.9517 16.5851 -16.1964
H 20.8738 19.1103 -22.7784
C 26.3786 27.4824 -15.5102
H 26.5814 28.2357 -13.0934
H 19.3737 19.6730 -9.7383
Br 20.0759 21.2691 -16.9892
H 21.9067 14.3470 -15.5732
C 27.4328 28.5245 -13.7124
O 20.5699 18.3541 -13.2336
C 23.4758 21.1516 -18.8164
H 16.5672 19.9226 -24.2488
H 19.5312 24.1321 -17.9626
H 28.1327 20.4460 -18.0662
H 31.0756 16.9152 -17.2913
C 24.1623 23.2712 -19.5403
C 18.9712 18.7571 -10.1792
C 28.0294 21.4155 -21.1601
H 23.5081 18.4447 -19.0793
H 25.1041 20.1598 -21.5349
H 24.8140 15.1065 -24.4826
C 22.7860 14.3368 -18.8017
O 28.4428 19.3850 -16.2685
C 24.1471 17.4390 -23.0018
H 22.2105 13.7164 -13.9547
H 28.0572 23.9250 -20.9384
C 22.9608 15.2126 -20.0014
H 31.4909 16.6724 -15.5820
O 28.7899 21.8501 -21.9764
C 19.7522 18.9408 -12.3696
Br 21.5629 25.4980 -18.0072
O 23.3263 17.7440 -23.8146
C 25.3391 17.7502 -15.8955
H 17.9986 19.0318 -10.5873
H 27.4187 21.1111 -16.5223
H 24.3759 14.2292 -23.0029
O 27.5299 27.7542 -14.8970
H 24.8306 27.0749 -17.5276
H 25.0114 25.5174 -16.6887
H 21.6149 18.7393 -14.9412
C 20.6397 19.5126 -21.7918
O 22.4885 20.2839 -19.0113
H 20.6798 23.3546 -19.0285
Br 24.4368 13.3878 -18.4522
C 20.9954 22.9700 -16.8898
H 20.8246 23.4828 -15.9487
H 30.0944 15.8136 -16.2995
H 27.3353 18.4498 -22.1222
O 23.4541 15.2213 -14.4583
H 23.1423 15.1233 -23.8231
C 30.6746 16.7334 -16.2948
C 22.1672 14.6220 -14.5514
O 19.2391 19.4879 -21.5792
Br 21.2149 15.9364 -20.4978
H 28.7965 23.4859 -19.3932
O 24.6872 18.2273 -22.0755
H 23.2695 14.5797 -20.8301
C 24.2046 15.1353 -23.5819
C 24.2943 19.5971 -21.9783
H 21.7766 18.4533 -18.9737
H 28.2041 19.6929 -22.9962
O 24.8674 16.7396 -15.0257
C 22.6688 18.9299 -18.5759
C 29.1516 18.4122 -16.8245
C 16.3100 20.2619 -23.2441
H 26.3843 17.9531 -15.6690
C 20.5678 23.8151 -18.0537
H 24.7936 18.6775 -15.7130
O 29.8920 17.8463 -15.8798
```

---

4.
The following is a quantum chemistry calculation of C47H79BBeBrCl3F4KN3O15 as an isolated structure in a non-equilibrium geometry, from the Open Molecules 2025 dataset.

## Properties
HOMO energy: -11.7 eV
strongest force on any atom: 5.90 eV/Å
lowest unoccupied orbital energy: -10.34 eV
charge: +2
calculated total energy: -8123.4222 Ha

Geometry as XYZ:
```
155
C47H79BBeBrCl3F4KN3O15, DFT ωB97M-V/def2-TZVPD
C -11.1386 4.8857 5.2524
H 4.8713 -6.0391 1.1953
H 2.8797 7.3954 -9.2735
H -0.6644 -1.1630 -4.5406
O 2.9658 1.0324 -6.2523
H 4.1501 -7.5263 6.2452
C 5.8199 -1.3483 3.6752
H 5.1304 -3.1646 2.7403
C 3.6590 7.6202 -8.5556
C 2.1686 -0.9477 -5.0050
H 5.0717 3.1779 -0.9101
H 5.8117 -1.6520 4.7253
C -1.3370 1.3168 2.5880
F 2.5066 1.7127 3.9761
H 3.7464 -6.6467 3.8499
C -1.0566 1.2808 -0.0571
C -6.8408 2.9907 0.0407
H -6.5845 -1.2039 0.2120
C 6.1333 -6.9612 2.6754
H -3.1555 -6.1494 0.7948
H 4.2657 9.4611 -9.4875
H 3.6613 -6.2513 -2.6456
H -2.9702 -5.5841 -0.8609
O -7.7862 3.9257 4.8941
H -2.7454 2.7926 -0.5144
C 4.7261 0.7912 4.2506
H 6.4487 -3.6658 -2.2738
C -2.5743 -0.2272 -2.5111
Cl 1.7308 4.4933 -8.1383
C 3.2739 0.6545 3.6528
H 5.8962 -7.2815 5.9495
Cl 0.9897 3.4971 -10.7697
H 4.7346 2.2613 -3.8139
C 4.2404 2.1095 -2.7935
C -11.1217 6.3836 5.4977
H -1.4084 3.4056 0.6033
H 3.3294 5.8583 -7.3596
C 5.9181 -4.6051 -2.1025
N 4.8598 6.9794 -6.5702
H -1.7852 3.1396 3.8583
C 3.9093 6.7660 -7.4944
N -0.0896 -5.3321 0.4773
Cl -1.0613 3.9540 -8.7578
H -0.1852 2.2092 4.3593
H 6.8120 -1.6104 3.2961
H -6.7748 3.2127 6.5766
H -12.1022 6.7301 5.8294
C 1.4110 -0.3629 -3.7206
C 4.8040 -2.1284 2.8593
F 3.3004 0.6383 2.3001
C 5.1702 -7.0511 1.4966
C -1.6078 2.7754 -0.3271
C 4.4373 -4.3432 -2.0712
C -6.6111 3.8401 5.6980
F -5.2408 -3.1201 0.3348
H 6.3297 -7.9389 3.1201
H 4.6629 -1.6841 1.8711
C -0.1476 -0.5824 -3.6891
H -5.0156 -0.7855 1.2292
H 3.4567 2.9364 -2.6360
O -3.0754 -1.3265 -2.8719
H -3.1441 -4.4231 0.4505
H 5.7367 -10.6417 4.9778
H -8.5739 4.3573 0.4291
Br 0.4873 0.1421 -7.3986
O 4.9568 -8.7622 4.8341
O -3.3453 0.8792 -2.0409
C 5.7273 -9.7120 5.5493
O 5.7216 0.0652 3.5109
B 3.5908 0.6056 -2.7058
O 4.4040 -0.5727 -2.6372
H -11.3770 4.3300 6.1633
H 3.7923 -1.3103 -2.3517
H 4.3404 -5.4932 5.0308
H -1.9951 0.6005 -0.0008
H 3.1047 -7.7433 -0.0108
H 2.0609 -8.1105 1.3830
H -4.9335 -1.4536 -0.5424
C 5.4202 9.0136 -7.7291
H 6.3565 8.2420 -5.9477
H -6.5563 1.0498 -2.4622
H 5.3913 1.3291 -0.9251
C 4.9302 -7.4930 5.4760
H -7.9206 1.0855 -0.7419
H 3.2212 -1.3366 -4.8016
H -7.2539 1.0301 1.0442
H -6.2904 4.8413 5.9947
H 6.0414 9.8986 -7.7883
O -8.9381 4.5287 6.7588
H -10.8429 6.9192 4.5869
C 4.4319 8.7668 -8.6711
C -0.3001 1.0924 1.3470
C -5.5175 -0.7865 0.2062
C -8.8833 4.3132 5.5739
C 5.3240 2.2736 -1.5758
H 2.4901 -5.1834 -1.8462
O 5.7282 -6.0161 3.6667
O 3.9895 -3.2170 -2.2239
C 5.5944 8.0952 -6.7064
C 2.0682 0.1605 -6.1582
H -5.7878 3.2960 0.3979
Be -3.4165 1.1733 4.3398
H -11.9114 4.6468 4.5180
C -0.8385 2.5733 3.4984
H 3.8358 -2.1579 3.3569
H -0.2285 3.3400 2.9094
H -8.3886 3.0101 1.7878
K -9.1934 0.6359 -2.0410
H 2.4448 0.9637 0.1810
C 2.9038 -7.5098 1.0400
F 2.6024 -0.4414 4.0305
H -7.2430 4.4612 1.7304
H -4.8326 1.4262 -0.0562
C -7.0646 1.3941 -0.0395
H 5.2878 -9.9022 6.5326
O 4.7825 0.5131 5.5305
H 7.0915 -6.5905 2.2982
H -5.9740 3.5973 -1.9499
H 6.2419 -5.0208 -1.1460
H 3.7472 -5.9772 -0.8766
H 6.1561 -5.2948 -2.9149
H 4.9789 1.8288 3.9613
H 1.5588 -1.8635 -5.3676
C -6.9968 3.6968 -1.4351
H 0.7340 2.4372 -8.6872
H -10.3873 6.6500 6.2613
H -1.0839 3.1685 -1.2714
O -9.8919 4.4417 4.6969
H 6.3890 2.4466 -1.9823
H -7.8346 3.2144 -2.0483
H -2.3929 1.5838 2.2131
H 0.1714 0.0476 1.3801
N 2.0685 0.3647 -2.6446
C -0.9725 -0.0209 -2.5036
H 6.7605 -9.3654 5.6558
H -1.3614 0.3962 3.2853
O -4.4815 1.0409 -2.7502
C -2.6899 -5.3795 0.1750
H 0.4902 1.9294 1.4580
H 5.6654 -7.5466 0.6536
C 3.5291 -5.5209 -1.8445
C -1.2341 -5.3529 0.3454
C 0.6144 3.4590 -9.0418
C 1.3371 0.8873 -1.4922
C -0.2260 0.7268 -1.3320
H -7.1875 4.8215 -1.3052
C 4.6082 -6.3929 4.4694
C -5.6262 0.4913 -2.0495
O 4.0279 -7.8230 1.8404
C -7.8661 3.7364 1.0777
O 2.1454 1.5789 -0.5358
H -5.8230 3.3883 5.0929
H 2.6371 -6.4542 1.1485
C -5.6279 0.7110 -0.4513
H -5.8100 -0.6199 -2.3248
```

---

5.
The following is a quantum chemistry calculation of an isolated molecule of CCl3FS in a non-equilibrium geometry, from the Open Molecules 2025 dataset.

## Properties
HOMO energy: -9.9 eV
SMILES: FC(Cl)(Cl)SCl
strongest force on any atom: 3.14 eV/Å
lowest unoccupied orbital energy: -0.13 eV
relative energy (zero: lowest compared OMol25 entry of this formula, charge and spin): 0.0 kJ/mol
calculated total energy: -1916.7051 Ha

Geometry as XYZ:
```
6
CCl3FS, DFT ωB97M-V/def2-TZVPD
S -0.9078 -1.1210 0.4937
Cl 2.0442 -0.6596 0.4007
Cl -2.4277 0.0872 0.1186
F 0.5091 0.0487 -1.5369
Cl 0.2722 1.6263 0.5573
C 0.5101 0.0183 -0.0334
```

---

6.
The following is a quantum chemistry calculation of C21H40BiCl3N4O4Si as an isolated structure in a non-equilibrium geometry, from the Open Molecules 2025 dataset.

## Properties
HOMO energy: -7.8 eV
strongest force on any atom: 3.18 eV/Å
lowest unoccupied orbital energy: -0.06 eV
relative energy (zero: lowest compared OMol25 entry of this formula, charge and spin): 262.2 kJ/mol
calculated total energy: -3228.8894 Ha

Geometry as XYZ:
```
74
C21H40BiCl3N4O4Si, DFT ωB97M-V/def2-TZVPD
Si -0.6690 1.4072 -2.2602
H -0.9530 3.5216 -0.9223
H -2.8362 -4.3841 1.8485
C 0.4747 -0.7998 3.5731
Cl 1.5734 4.1208 0.6485
C -1.2971 0.6029 -3.8331
H -1.6006 1.3245 -4.6124
H -0.4753 -5.9665 -2.5865
H 3.6287 -3.4487 -1.4429
H -1.0866 3.6790 3.4786
C -1.6185 2.9331 -1.6067
H -3.4590 -3.0167 -0.1926
C -1.1343 6.2427 3.0944
C -1.6945 -1.5578 -1.7975
H -1.8885 -3.2846 -4.8556
H -1.4114 6.9729 3.8502
N 3.0389 -1.6446 -0.5316
O 3.6102 -0.0357 1.0123
Cl 0.9225 0.8857 0.0024
H -2.7972 -1.4057 -1.7754
C 1.1952 6.1331 3.8946
H 1.8753 -3.1533 -1.3829
O -0.8504 -0.4119 -1.8973
H -1.9235 -5.4238 -3.4201
H 0.9378 6.9199 4.6171
H -1.9802 5.5903 2.9041
O 1.3626 -0.5142 2.6993
H -0.1217 -3.7267 -1.5508
H 1.6015 6.5708 2.9717
H 1.2273 2.1391 -3.8438
C -1.4749 -2.6829 -2.8405
C 3.1023 -0.7764 -1.7106
C -2.1324 -3.6278 1.3956
H -1.1545 0.0003 2.5758
C -2.4564 -2.8714 0.2478
H 2.1209 -0.7471 -2.2131
H -3.0004 -2.0286 -4.3292
C 3.2991 -1.1875 0.7297
N -0.0245 5.4364 3.5530
C -1.9501 -2.3773 -4.2337
H -2.2011 -0.0255 -3.6584
H 2.7564 -3.6392 0.1058
H -0.2904 -5.0878 -4.1336
C 0.8319 2.5213 -2.8987
H 0.4110 3.5085 -3.1528
H -0.6118 -4.0248 2.9083
C -0.8775 -5.1319 -3.1909
O 0.9298 3.3977 3.8088
H 0.4529 -1.2548 -0.3188
C -0.0906 4.1269 3.6071
H 3.8077 -1.2110 -2.4367
N 0.7827 -1.4276 4.7889
C 0.1107 -2.6941 1.3303
H -1.4905 -0.7795 4.1257
C -0.2354 -1.9029 0.2121
H 0.2655 -0.9317 5.5641
C -0.7830 -3.7973 -2.4609
C -1.4815 -2.0866 -0.3972
H -1.3276 -1.5806 -4.6742
H 1.7707 -1.4810 4.9406
H 1.1716 -2.7181 1.6520
H -2.5655 2.7618 -1.0463
Bi 1.5605 2.0080 2.0793
H 3.4109 0.2427 -1.4607
N -0.8589 -0.5438 3.3871
H -0.8806 6.7812 2.1767
H -1.8153 3.6349 -2.4536
H -0.3691 0.0824 -4.1995
Cl -1.0768 2.2130 1.7429
C 2.8168 -3.0530 -0.8201
H 3.1822 -1.9619 1.5295
H 1.6430 2.7322 -2.1874
C -0.8415 -3.5124 1.9478
H 1.9123 5.4273 4.3252
```

---

7.
The following is a quantum chemistry calculation of C3HCaO2 as an isolated structure in a non-equilibrium geometry, from the Open Molecules 2025 dataset.

## Properties
HOMO energy: -11.6 eV
strongest force on any atom: 3.56 eV/Å
lowest unoccupied orbital energy: -5.55 eV
relative energy (zero: lowest compared OMol25 entry of this formula, charge and spin): 18.8 kJ/mol
charge: +1
calculated total energy: -942.7014 Ha

Geometry as XYZ:
```
7
C3HCaO2, DFT ωB97M-V/def2-TZVPD
Ca 0.7750 0.8091 0.1136
H -4.5106 -0.6100 -0.3311
C -3.5013 -0.2456 -0.3247
O 3.4004 -1.6251 -0.0482
O -1.2182 0.6619 -0.0504
C -2.4091 0.2868 -0.2154
C 2.6807 -0.7703 -0.0122
```

---

8.
The following is a quantum chemistry calculation of an isolated molecule of C5H7N3O2 in a non-equilibrium geometry, from the Open Molecules 2025 dataset.

## Properties
HOMO energy: -8.4 eV
SMILES: C=C/C=N\C=C(/N)[N+](=O)[O-]
strongest force on any atom: 4.82 eV/Å
lowest unoccupied orbital energy: -0.61 eV
relative energy (zero: lowest compared OMol25 entry of this formula, charge and spin): 582.7 kJ/mol
calculated total energy: -509.2776 Ha

Geometry as XYZ:
```
17
C5H7N3O2, DFT ωB97M-V/def2-TZVPD
C 1.3083 0.2095 1.0122
O -2.0501 1.2830 -3.6388
N 0.8859 1.0842 0.1109
C -0.3593 1.2206 -0.5460
H -0.9748 2.0538 -0.2026
O -2.6130 1.9584 -1.5648
H 0.9023 -0.9483 2.6904
C 0.4856 -0.7128 1.7799
C -0.5869 0.9274 -1.8456
H 2.3487 0.1974 1.1587
N 0.0990 0.1076 -2.7702
H 1.1284 0.0645 -2.6025
C -0.7716 -0.9440 1.5435
N -1.8197 1.4173 -2.4005
H -0.2486 0.3281 -3.7698
H -1.4605 -1.5038 2.1947
H -1.1896 -0.7098 0.6602
```